Entry from OMol25: a molecular structure, C4H8NO2 in a non-equilibrium geometry (wB97M-V/def2-TZVPD).

Last column: Mulliken charge in e.
CARTESIAN COORDINATES (ANGSTROEM)
C1 0.51 1.95 -0.12  0.0154
N1 0.01 0.73 -0.08  0.1796
C2 -1.11 0.43 -0.97  -1.0095
C3 0.44 -0.22 0.99  -1.0198
C4 0.34 -2.08 0.41  -0.0627
O1 0.57 -2.75 1.42  -0.7485
O2 0.02 2.87 -0.80  -0.6984
H1 1.39 2.14 0.52  0.3347
H2 -1.48 -0.55 -0.79  0.3709
H3 -2.00 0.99 -0.79  0.3258
H4 -0.74 0.56 -1.96  0.2910
H5 1.54 -0.18 0.80  0.4101
H6 -0.18 0.03 1.83  0.3614
H7 1.25 -1.91 -0.24  0.1421
H8 -0.55 -2.02 -0.21  0.1077

Computed properties:
relative energy (zero: lowest compared OMol25 entry of this formula, charge and spin) = 368.3 kJ/mol
HOMO level = -0.0972 Ha
total charge = -1

Entry from OMol25: 2 unconnected molecules or ions with the total composition C4H8NO2 in a non-equilibrium geometry (wB97M-V/def2-TZVPD).

Last column: Mulliken charge in e.
CARTESIAN COORDINATES (ANGSTROEM)
C1 2.28 1.43 0.37  -0.8723
C2 -2.82 0.98 -0.62  -0.5992
C3 1.36 0.44 0.56  0.1951
C4 0.40 -1.66 0.64  -0.3904
N1 -2.79 0.60 0.61  -0.3786
O1 -1.91 -0.30 1.00  -0.5176
O2 1.47 -0.84 0.18  -0.3872
H1 2.06 2.34 0.92  0.2410
H2 3.09 1.34 -0.25  0.3442
H3 -2.05 0.91 -1.33  0.3143
H4 -3.50 1.75 -0.90  0.2694
H5 0.44 0.77 1.18  0.1851
H6 0.63 -2.60 -0.01  0.1272
H7 -0.48 -1.04 0.47  0.2011
H8 0.68 -1.82 1.65  0.2679

Computed properties:
relative energy (zero: lowest compared OMol25 entry of this formula, charge and spin) = 538.4 kJ/mol
HOMO level = -0.0989 Ha
total charge = -1

Entry from OMol25: a molecular structure, C4H8NO2 in a non-equilibrium geometry (wB97M-V/def2-TZVPD).

Last column: Löwdin spin population.
CARTESIAN COORDINATES (ANGSTROEM)
C1 0.48 0.19 -1.11  0.0674
C2 1.79 0.24 -0.16  0.5137
C3 1.83 0.20 1.38  0.1062
N1 3.00 -0.25 -0.51  0.1612
C4 -3.92 -0.04 -0.18  0.0008
O1 -2.90 0.09 -0.91  0.0029
O2 -3.93 -0.23 1.07  0.0011
H1 0.03 1.18 -1.27  0.0110
H2 -0.24 -0.48 -0.65  0.0130
H3 0.84 -0.24 -2.07  0.0036
H4 2.31 -1.04 -0.14  0.0673
H5 1.01 0.82 1.82  0.0026
H6 1.78 -0.83 1.83  0.0443
H7 2.78 0.68 1.63  0.0049
H8 -4.86 -0.28 -0.71  0.0001

Computed properties:
relative energy (zero: lowest compared OMol25 entry of this formula, charge and spin) = 359.3 kJ/mol
2S+1 = 2
HOMO level (alpha / beta) = 0.1036 / 0.0437 Ha
total charge = -2

Entry from OMol25: a molecular structure, C4H8NO2 in a non-equilibrium geometry (wB97M-V/def2-TZVPD).

Last column: Löwdin spin population.
CARTESIAN COORDINATES (ANGSTROEM)
C1 -0.96 1.56 -0.15  0.0820
N1 -1.18 0.50 0.80  0.7296
C2 -0.34 -1.43 -0.68  0.0428
C3 -0.17 -0.55 0.62  0.0520
C4 1.36 -0.22 0.69  0.0191
O1 1.78 0.19 -0.65  0.0252
O2 1.86 -0.74 1.73  -0.0059
H1 -0.95 1.30 -1.26  0.0263
H2 0.05 1.93 0.05  0.0264
H3 -1.57 2.42 0.02  -0.0020
H4 1.67 0.92 0.37  0.0005
H5 -0.12 -0.67 -1.52  0.0014
H6 0.27 -2.30 -0.68  0.0027
H7 -1.47 -1.77 -0.84  -0.0006
H8 -0.24 -1.15 1.50  0.0003

Computed properties:
relative energy (zero: lowest compared OMol25 entry of this formula, charge and spin) = 470.6 kJ/mol
2S+1 = 2
HOMO level (alpha / beta) = -0.3546 / -0.3697 Ha
total charge = 0

Entry from OMol25: a molecular structure, C4H8NO2 in a non-equilibrium geometry (wB97M-V/def2-TZVPD).

Last column: Löwdin spin population.
CARTESIAN COORDINATES (ANGSTROEM)
C1 -1.25 1.13 -0.38  -0.0003
C2 -1.84 -0.20 0.06  0.0001
C3 -0.93 -1.36 0.35  0.0004
N1 -3.17 -0.32 0.19  0.0014
C4 3.73 0.34 -0.28  0.1051
O1 2.47 0.27 -0.32  0.7812
O2 4.58 -0.56 -0.05  0.0522
H1 -0.70 1.01 -1.30  -0.0002
H2 -0.46 1.58 0.32  -0.0002
H3 -2.10 1.80 -0.55  0.0000
H4 -2.35 0.08 1.31  0.0000
H5 -1.55 -2.31 0.55  0.0001
H6 -0.34 -1.65 -0.52  0.0001
H7 -0.21 -1.16 1.15  0.0001
H8 4.11 1.33 -0.54  0.0601

Computed properties:
relative energy (zero: lowest compared OMol25 entry of this formula, charge and spin) = 501.0 kJ/mol
2S+1 = 2
HOMO level (alpha / beta) = -0.2947 / -0.2944 Ha
total charge = 0

Entry from OMol25: a gas-phase ion, C4H8NO2 (charge +1) in a non-equilibrium geometry (wB97M-V/def2-TZVPD).

Last column: Mulliken charge in e.
CARTESIAN COORDINATES (ANGSTROEM)
C1 0.32 -0.16 -1.88  -0.9084
N1 0.89 0.33 -0.61  -0.3210
C2 0.02 -0.22 0.80  0.0717
C3 0.94 -0.93 1.72  -0.0405
O1 2.02 -1.30 1.34  -0.4720
C4 -1.24 0.25 0.91  0.1663
O2 -2.02 0.95 0.09  -0.4254
H1 0.90 -1.01 -2.02  0.3534
H2 -0.79 -0.25 -1.83  0.3103
H3 0.53 0.53 -2.61  0.4346
H4 0.64 1.34 -0.70  0.3850
H5 1.88 0.13 -0.34  0.3595
H6 0.50 -1.05 2.67  0.3692
H7 -1.87 0.01 1.83  0.3266
H8 -2.72 1.38 0.63  0.3908

Computed properties:
relative energy (zero: lowest compared OMol25 entry of this formula, charge and spin) = 267.1 kJ/mol
SMILES = C[NH2+]/C(C=O)=C\O
HOMO level = -0.5471 Ha
total charge = +1

Entry from OMol25: a gas-phase ion, C4H8NO2 (charge +1) in a non-equilibrium geometry (wB97M-V/def2-TZVPD).

Last column: Mulliken charge in e.
CARTESIAN COORDINATES (ANGSTROEM)
C1 -0.10 -1.64 1.43  -0.1910
N1 -0.33 -1.72 0.18  0.0161
C2 -0.30 -0.63 -0.76  -0.5055
C3 -0.26 0.72 -0.11  0.5253
O1 -1.22 0.88 0.86  -0.5054
C4 0.61 1.66 -0.49  -0.4236
O2 1.54 1.38 -1.44  -0.4977
H1 -0.20 -2.51 2.06  0.3071
H2 0.19 -0.70 1.87  0.3179
H3 -0.62 -2.62 -0.22  0.3093
H4 -1.20 -0.72 -1.39  0.2919
H5 0.57 -0.73 -1.41  0.3762
H6 -1.30 1.80 1.13  0.3058
H7 0.59 2.65 -0.06  0.3046
H8 2.03 2.18 -1.68  0.3689

Computed properties:
relative energy (zero: lowest compared OMol25 entry of this formula, charge and spin) = 162.7 kJ/mol
SMILES = C=[NH+]C/C(O)=C\O
HOMO level = -0.4584 Ha
total charge = +1

Entry from OMol25: a gas-phase ion, C4H8NO2 (charge +1) in a non-equilibrium geometry (wB97M-V/def2-TZVPD).

Last column: Mulliken charge in e.
CARTESIAN COORDINATES (ANGSTROEM)
N1 -1.10 1.06 0.80  -0.1259
C1 -0.89 -0.29 0.25  -0.5208
C2 0.16 -1.21 0.86  -0.5783
C3 0.52 -0.39 -0.32  0.7522
O1 1.31 1.01 0.26  -0.6497
C4 0.82 -0.47 -1.74  -0.1332
O2 1.36 0.40 -2.37  -0.4423
H1 -1.46 1.64 0.10  0.3203
H2 -0.10 1.28 0.80  0.3912
H3 -1.69 1.14 1.63  0.3267
H4 -1.71 -0.91 -0.23  0.3643
H5 0.63 -1.08 1.92  0.2597
H6 0.02 -2.34 0.68  0.2690
H7 1.74 1.45 -0.44  0.3399
H8 0.40 -1.28 -2.21  0.4270

Computed properties:
relative energy (zero: lowest compared OMol25 entry of this formula, charge and spin) = 343.9 kJ/mol
SMILES = [NH3+][C@@H]1C[C@@]1(O)C=O
HOMO level = -0.5461 Ha
total charge = +1

Entry from OMol25: a molecular structure, C4H8NO2 in a non-equilibrium geometry (wB97M-V/def2-TZVPD).

Last column: Mulliken charge in e.
CARTESIAN COORDINATES (ANGSTROEM)
C1 1.85 1.55 -0.11  -0.0393
C2 0.51 1.10 -0.69  0.6006
C3 0.36 -1.33 0.67  -1.1121
C4 -0.55 -0.15 0.52  -0.3898
N1 -1.71 -0.34 -0.42  -0.2856
O1 1.82 2.25 0.85  -0.3444
O2 -0.18 1.27 -1.63  -0.4819
H1 2.67 1.14 -0.63  0.3987
H2 1.26 -1.28 -0.10  0.2880
H3 0.78 -1.27 1.64  0.3143
H4 -0.23 -2.34 0.43  0.3804
H5 -0.80 0.46 1.30  0.6323
H6 -1.78 0.65 -0.94  0.4149
H7 -2.47 -0.58 0.14  0.3006
H8 -1.53 -1.13 -1.02  0.3233

Computed properties:
relative energy (zero: lowest compared OMol25 entry of this formula, charge and spin) = 348.7 kJ/mol
HOMO level = -0.5063 Ha
total charge = +1

Entry from OMol25: a gas-phase ion, C4H8NO2S (charge +1) in a non-equilibrium geometry (wB97M-V/def2-TZVPD).

Last column: Mulliken charge in e.
CARTESIAN COORDINATES (ANGSTROEM)
C1 -1.43 -1.21 -0.83  -0.2851
C2 -0.53 -2.13 -0.49  -0.2324
C3 -0.61 0.87 -0.08  -0.2530
C4 1.62 1.13 0.83  -0.0359
N1 -1.13 0.07 -1.28  0.0832
O1 1.12 1.10 2.09  -0.4348
O2 0.61 1.36 -0.24  -0.2928
S1 1.14 -1.94 -0.22  -0.1172
H1 -2.41 -1.57 -0.61  0.3235
H2 -1.00 -3.00 -0.13  0.3536
H3 -1.07 0.78 1.00  0.3908
H4 1.91 0.08 0.41  0.0584
H5 2.39 1.87 0.66  0.3255
H6 -0.34 0.17 -1.87  0.3865
H7 -1.90 0.56 -1.69  0.3512
H8 1.63 1.83 2.45  0.3786

Computed properties:
relative energy (zero: lowest compared OMol25 entry of this formula, charge and spin) = 325.3 kJ/mol
HOMO level (alpha / beta) = -0.4944 / -0.4500 Ha
total charge = +1

Entry from OMol25: 2 unconnected molecules or ions with the total composition C4H8NO2Si in a non-equilibrium geometry (wB97M-V/def2-TZVPD).

Last column: Mulliken charge in e.
CARTESIAN COORDINATES (ANGSTROEM)
C1 0.74 2.72 1.06  0.5159
C2 -0.69 -1.11 -1.29  -0.6504
C3 -1.05 -1.17 0.13  -0.3515
C4 0.73 -0.43 -1.23  -0.7239
N1 -0.89 0.13 0.69  -0.3748
O1 1.29 3.59 0.41  -0.5848
O2 0.24 2.71 2.22  -0.6316
Si1 0.66 0.86 0.30  -0.1968
H1 -0.75 -2.11 -1.76  0.2787
H2 -1.43 -0.49 -1.70  0.3277
H3 -2.08 -1.63 0.30  0.3185
H4 -0.31 -1.99 0.54  0.2585
H5 1.27 -1.18 -0.76  0.3560
H6 1.16 0.10 -2.12  0.3469
H7 -0.99 0.17 1.65  0.2624
H8 2.10 -0.18 1.55  -0.1506

Computed properties:
relative energy (zero: lowest compared OMol25 entry of this formula, charge and spin) = 163.8 kJ/mol
HOMO level = -0.1437 Ha
total charge = -1

Entry from OMol25: a gas-phase ion, C4H8NO3 (charge -1) in a non-equilibrium geometry (wB97M-V/def2-TZVPD).

Last column: Mulliken charge in e.
CARTESIAN COORDINATES (ANGSTROEM)
O1 2.15 2.11 1.95  -0.6603
C1 1.59 1.27 1.27  0.5774
O2 1.92 -0.03 1.43  -0.4956
N1 0.70 1.54 0.30  -0.0950
C2 -0.16 0.64 -0.49  -0.8123
C3 -0.77 -0.61 0.15  -0.4332
C4 -1.24 -1.54 -1.01  -0.5305
O3 -2.19 -1.00 -1.76  -0.8499
H1 1.62 -0.58 0.69  0.3611
H2 0.42 2.50 0.28  0.2503
H3 0.45 0.26 -1.31  0.2336
H4 -0.95 1.22 -0.95  0.3555
H5 -0.15 -1.12 0.88  0.4934
H6 -1.71 -0.36 0.67  0.2266
H7 -1.42 -2.54 -0.52  0.2280
H8 -0.27 -1.76 -1.59  0.1508

Computed properties:
relative energy (zero: lowest compared OMol25 entry of this formula, charge and spin) = 248.9 kJ/mol
SMILES = O=C(O)NCCC[O-]
HOMO level = -0.1052 Ha
total charge = -1

What did the eighth record say?
Entry from OMol25: a gas-phase ion, C4H8NO2 (charge +1) in a non-equilibrium geometry (wB97M-V/def2-TZVPD).

Last column: Mulliken charge in e.
CARTESIAN COORDINATES (ANGSTROEM)
N1 -1.10 1.06 0.80  -0.1259
C1 -0.89 -0.29 0.25  -0.5208
C2 0.16 -1.21 0.86  -0.5783
C3 0.52 -0.39 -0.32  0.7522
O1 1.31 1.01 0.26  -0.6497
C4 0.82 -0.47 -1.74  -0.1332
O2 1.36 0.40 -2.37  -0.4423
H1 -1.46 1.64 0.10  0.3203
H2 -0.10 1.28 0.80  0.3912
H3 -1.69 1.14 1.63  0.3267
H4 -1.71 -0.91 -0.23  0.3643
H5 0.63 -1.08 1.92  0.2597
H6 0.02 -2.34 0.68  0.2690
H7 1.74 1.45 -0.44  0.3399
H8 0.40 -1.28 -2.21  0.4270

Computed properties:
relative energy (zero: lowest compared OMol25 entry of this formula, charge and spin) = 343.9 kJ/mol
SMILES = [NH3+][C@@H]1C[C@@]1(O)C=O
HOMO level = -0.5461 Ha
total charge = +1